Record 1
# C55H124N6O10

A 10-piece molecular cluster, C55H124N6O10 overall in a non-equilibrium geometry (ωB97M-V/def2-TZVPD, the OMol25 dataset).

Each line ends with the Löwdin charge.
Positions of all 195 atoms, in Å:
C 3.8144 2.6330 -3.9393  -0.019
C 3.8006 1.4178 -3.0347  -0.535
C 4.0458 1.8205 -1.6028  -0.032
C 2.4482 0.7442 -3.1092  -0.131
C 2.2353 -0.0050 -4.4212  -0.175
C 3.2968 -1.0818 -4.5753  -0.143
C 4.7022 -0.4945 -4.4892  -0.509
C 5.6685 -1.6382 -4.1716  -0.023
C 5.0846 0.0979 -5.8577  -0.029
N 4.7980 0.4373 -3.3886  -0.128
O 6.0609 0.9096 -3.2032  -0.013
H 3.3453 2.4718 -4.9154  0.071
H 3.2431 3.4467 -3.4753  0.083
H 4.8101 3.0488 -4.1361  0.085
H 3.8665 0.9534 -0.9488  0.061
H 5.0564 2.1668 -1.3949  0.086
H 3.3459 2.5837 -1.2404  0.087
H 2.4904 -0.0577 -2.3541  0.110
H 1.6002 1.4149 -2.9882  0.121
H 1.2053 -0.3581 -4.5197  0.092
H 2.3463 0.6686 -5.2949  0.109
H 3.1551 -1.5490 -5.5504  0.109
H 3.1301 -1.8484 -3.8067  0.115
H 5.8581 -2.2886 -5.0307  0.086
H 5.1937 -2.2873 -3.4253  0.082
H 6.6005 -1.3123 -3.7221  0.079
H 6.1208 0.4726 -5.8566  0.083
H 4.4659 0.9050 -6.2604  0.074
H 5.0720 -0.6973 -6.6121  0.085
H 6.2843 1.4606 -3.9892  0.104
C -3.1311 -0.9199 -1.2482  -0.012
C -4.3528 -1.4434 -0.4970  -0.511
C -4.3186 -0.9566 0.9577  -0.036
C -5.6176 -0.8240 -1.1222  -0.122
C -6.0034 -1.5755 -2.4050  -0.157
C -6.2881 -3.0657 -2.1264  -0.132
C -5.1361 -3.7638 -1.4253  -0.524
C -5.6755 -4.9669 -0.6541  -0.036
C -4.0892 -4.2734 -2.4463  -0.022
N -4.5081 -2.8913 -0.4572  -0.118
O -3.3996 -3.4931 0.1379  -0.016
H -3.1605 0.1664 -1.3314  0.090
H -2.1802 -1.2278 -0.8018  0.066
H -3.1126 -1.3227 -2.2660  0.069
H -5.1644 -1.4352 1.4606  0.095
H -3.3616 -1.2068 1.4180  0.049
H -4.4987 0.1150 1.0590  0.089
H -6.4294 -0.8329 -0.4001  0.122
H -5.3221 0.1611 -1.4827  0.118
H -6.9098 -1.1372 -2.8365  0.113
H -5.1885 -1.4944 -3.1303  0.108
H -6.4351 -3.5497 -3.1013  0.117
H -7.2493 -3.2290 -1.6236  0.120
H -6.3900 -5.5286 -1.2601  0.090
H -6.3037 -4.5731 0.1645  0.092
H -4.9046 -5.5797 -0.2025  0.076
H -3.4635 -5.0603 -2.0265  0.073
H -3.4378 -3.4766 -2.8202  0.056
H -4.5411 -4.6791 -3.3625  0.086
H -3.7504 -3.7179 1.0168  0.118
C -4.3451 0.8490 3.9066  -0.027
C -4.0877 0.3578 5.3260  -0.544
C -5.2162 0.8502 6.2324  -0.036
C -4.1388 -1.1749 5.3721  -0.137
C -2.8779 -1.8733 4.8662  -0.178
C -1.7216 -1.3858 5.7027  -0.138
C -1.5612 0.1464 5.7005  -0.507
C -0.5890 0.5171 6.8394  -0.020
C -0.8817 0.5278 4.3542  -0.021
N -2.8273 0.7977 5.8496  -0.082
O -2.6822 2.2434 5.7809  -0.009
H -3.4810 0.5364 3.3154  0.054
H -5.2279 0.3827 3.4776  0.083
H -4.4066 1.9326 3.8845  0.082
H -5.3876 1.9187 6.0683  0.081
H -6.1493 0.3167 6.0577  0.085
H -4.9414 0.7172 7.2836  0.089
H -4.4383 -1.5188 6.3666  0.123
H -4.9629 -1.4877 4.7102  0.121
H -3.0560 -2.9395 5.0389  0.117
H -2.8282 -1.6852 3.7917  0.086
H -0.8050 -1.8138 5.2528  0.115
H -1.6957 -1.8549 6.6915  0.123
H -0.5540 1.5975 6.9791  0.076
H 0.3881 0.1133 6.5761  0.082
H -0.8547 0.0303 7.7840  0.084
H -1.5973 0.4175 3.5309  0.060
H 0.0039 -0.0607 4.1269  0.072
H -0.6270 1.5916 4.3336  0.080
H -2.5955 2.5225 6.7043  0.103
C 2.7639 4.2694 3.9020  -0.033
C 3.3507 2.8695 3.9357  -0.530
C 3.1040 2.2623 5.3042  -0.035
C 2.6793 2.0087 2.8951  -0.130
C 3.4673 0.7645 2.5850  -0.167
C 4.8393 1.1700 2.1308  -0.145
C 5.6074 1.9364 3.1664  -0.576
C 6.1286 1.0067 4.2797  -0.003
C 6.7568 2.5707 2.4801  -0.050
N 4.7659 2.9833 3.6589  -0.078
O 5.4356 3.7836 4.6858  -0.016
H 2.9320 4.8171 4.8317  0.090
H 3.1460 4.9002 3.0916  0.101
H 1.6865 4.1842 3.7131  0.030
H 2.1613 2.5578 5.7808  0.084
H 3.1670 1.1714 5.2822  0.068
H 3.8638 2.5888 6.0316  0.086
H 1.7152 1.6725 3.3008  0.112
H 2.4355 2.6073 2.0129  0.121
H 3.5204 0.1533 3.4894  0.110
H 2.9543 0.2556 1.7820  0.078
H 4.8120 1.7897 1.2228  0.115
H 5.4500 0.3191 1.7963  0.127
H 5.3912 0.9093 5.0699  0.067
H 7.0682 1.3898 4.6650  0.079
H 6.3208 0.0280 3.8357  0.083
H 6.3616 3.3025 1.7574  0.096
H 7.4175 1.8700 1.9775  0.094
H 7.3369 3.2133 3.1528  0.083
H 5.4752 4.6710 4.2996  0.102
C -1.6511 -2.5114 -5.3207  -0.024
C -0.4583 -3.4184 -4.9355  -0.513
C 0.7065 -3.0544 -5.8262  -0.029
C -0.1432 -3.1930 -3.4630  -0.140
C 0.8136 -4.2348 -2.9231  -0.172
C 0.1773 -5.6128 -3.0853  -0.121
C -0.1895 -5.9274 -4.5423  -0.552
C 1.0539 -6.2783 -5.3218  -0.021
C -1.1816 -7.0821 -4.5402  -0.033
N -0.8967 -4.7933 -5.0725  -0.124
O -1.3028 -5.0495 -6.3861  -0.013
H -1.6794 -1.5813 -4.7518  0.080
H -1.5841 -2.2669 -6.3887  0.084
H -2.6293 -2.9872 -5.2023  0.073
H 1.6668 -3.2519 -5.3530  0.059
H 0.6715 -3.5612 -6.7909  0.093
H 0.6927 -1.9817 -6.0433  0.079
H 0.2034 -2.1766 -3.2417  0.111
H -1.0991 -3.2537 -2.9091  0.110
H 1.7664 -4.1404 -3.4540  0.098
H 0.9839 -4.0665 -1.8538  0.118
H -0.7811 -5.5216 -2.5547  0.117
H 0.8272 -6.3639 -2.6512  0.124
H 0.8461 -6.2567 -6.3966  0.088
H 1.3585 -7.2950 -5.0704  0.090
H 1.8462 -5.5557 -5.1468  0.072
H -2.1492 -6.7053 -4.1784  0.081
H -0.9523 -7.9209 -3.8884  0.086
H -1.3620 -7.3852 -5.5781  0.085
H -2.2661 -5.0421 -6.3188  0.109
C -0.1595 4.9022 2.7883  -0.034
C -1.0762 4.8364 1.5626  -0.516
C -2.2105 3.8346 1.8079  -0.016
C -1.7012 6.2256 1.4271  -0.153
C -2.2866 6.5436 0.0793  -0.178
C -1.2886 6.1944 -1.0236  -0.133
C -0.7571 4.7819 -0.9472  -0.547
C -1.7817 3.7483 -1.4392  -0.011
C 0.4434 4.6863 -1.8322  -0.047
N -0.2961 4.5450 0.3963  -0.102
O 0.4611 3.3709 0.5507  -0.028
H 0.3428 3.9467 2.9356  0.050
H 0.6344 5.6235 2.5515  0.096
H -0.6862 5.2389 3.6738  0.098
H -3.1131 4.1949 1.2771  0.076
H -2.0597 2.8559 1.3281  0.071
H -2.4873 3.7057 2.8489  0.077
H -2.4820 6.2987 2.1860  0.125
H -0.9196 6.9613 1.6350  0.122
H -3.1997 5.9456 -0.0377  0.106
H -2.5478 7.5978 0.0744  0.112
H -0.5224 6.9806 -1.0519  0.125
H -1.7897 6.3202 -1.9996  0.125
H -1.3309 2.7503 -1.4308  0.079
H -2.1627 4.0046 -2.4259  0.087
H -2.6443 3.6870 -0.7639  0.068
H 0.2118 4.7765 -2.8996  0.095
H 0.9190 3.7075 -1.7362  0.062
H 1.2177 5.4074 -1.5577  0.097
H -0.1965 2.6250 0.5701  0.066
C 0.4918 0.1565 -0.1998  -0.120
O -0.5148 0.6772 0.6956  -0.139
H 0.0672 -0.2912 -1.1190  0.083
H 1.2673 0.8901 -0.4236  0.072
H 1.0843 -0.6915 0.2080  0.050
H -0.9485 -0.1010 1.0877  0.041
O -1.0206 -2.2064 1.6037  -0.054
H -0.9133 -2.5550 2.5058  0.060
H -1.8832 -2.5602 1.3076  0.022
O 1.8089 -2.0385 1.9556  -0.060
H 2.1886 -2.0000 2.8485  0.059
H 0.9439 -1.6009 2.0333  0.005
O 3.7354 -1.2884 -0.2590  -0.061
H 4.2252 -1.8597 0.3478  0.048
H 2.8582 -1.2091 0.1549  -0.018

Its gap between HOMO and LUMO is 7.895 eV. As for the relative energy (zero: lowest compared OMol25 entry of this formula, charge and spin): 0.0 kJ/mol. For the HOMO energy, the calculation gives -7.831 eV. As for the total energy: -88454.682 eV.

=====

Record 2
# C55H132AsF9N12O9STl

C55H132AsF9N12O9STl as an isolated structure in a non-equilibrium geometry (ωB97M-V/def2-TZVPD, the OMol25 dataset).

Each line ends with the Löwdin charge.
Positions of all 220 atoms, in Å:
Tl -23.0067 13.7476 -5.6346  1.125
As -25.3968 16.6152 -4.4818  0.898
F -24.8543 18.3275 -4.2401  -0.291
F -23.9738 15.8991 -3.7252  -0.311
F -25.8558 14.8798 -4.7840  -0.342
F -26.8418 17.1329 -5.3489  -0.255
F -24.4991 16.4377 -6.0298  -0.321
F -26.1915 16.5627 -2.8754  -0.286
C -20.6355 16.8320 -1.8417  -0.635
F -20.1154 16.9503 -0.5902  0.085
F -21.8926 17.1881 -1.8220  0.153
F -19.9900 17.6866 -2.6146  0.123
S -20.4245 14.9992 -2.5223  0.506
O -19.0217 14.8234 -2.7891  -0.315
O -20.8676 14.1095 -1.4626  -0.319
O -21.2822 14.9200 -3.7107  -0.386
C -22.9430 9.6652 -1.5626  -0.053
C -23.9495 9.1624 -2.6238  -0.209
N -25.0824 8.4348 -2.0431  -0.099
C -26.0279 9.3471 -1.3657  -0.192
C -26.8635 10.2053 -2.3576  -0.045
C -25.6046 7.4792 -3.0223  -0.227
C -26.7235 6.6214 -2.3906  -0.064
H -23.3703 10.3426 -0.8232  0.042
H -22.2485 10.2694 -2.1464  0.064
H -22.3518 8.8590 -1.1283  0.081
H -24.2994 9.9843 -3.2484  0.120
H -23.3702 8.5101 -3.2772  0.101
H -26.7169 8.8356 -0.6935  0.113
H -25.4313 9.8898 -0.6324  0.104
H -27.5613 10.7854 -1.7538  0.082
H -26.2099 10.8427 -2.9533  0.060
H -27.3646 9.5804 -3.0968  0.076
H -24.8261 6.7844 -3.3372  0.118
H -25.8090 7.9972 -3.9593  0.126
H -27.0537 5.7683 -2.9832  0.078
H -27.5716 7.2783 -2.1977  0.064
H -26.3559 6.1877 -1.4606  0.083
C -24.9779 17.1731 0.3778  -0.057
C -25.9829 18.2462 0.9263  -0.196
N -27.0201 17.6574 1.8252  -0.120
C -27.8154 16.6833 1.1212  -0.237
C -28.6586 15.7933 2.0700  -0.062
C -27.9151 18.6755 2.3828  -0.219
C -27.1876 19.7333 3.2969  -0.060
H -24.0786 17.6132 -0.0533  0.072
H -25.4421 16.5053 -0.3479  0.045
H -24.6547 16.6500 1.2777  0.041
H -25.3982 19.0854 1.3030  0.095
H -26.4324 18.7660 0.0801  0.125
H -28.4271 17.2044 0.3848  0.130
H -27.1858 16.0064 0.5437  0.097
H -29.3918 16.3245 2.6769  0.060
H -29.0858 14.8854 1.6442  0.076
H -28.0385 15.4489 2.8977  0.061
H -28.8019 18.2890 2.8853  0.107
H -28.4270 19.2044 1.5789  0.119
H -27.9081 20.5250 3.5025  0.070
H -26.3022 20.2349 2.9064  0.056
H -26.9569 19.2854 4.2635  0.065
C -18.5413 21.8645 -1.0466  -0.075
C -19.7519 21.0226 -1.3745  -0.274
N -21.0377 21.5957 -1.0382  -0.107
C -21.1422 21.7846 0.4082  -0.228
C -21.1850 20.5741 1.3819  -0.071
C -22.1039 20.6945 -1.5546  -0.211
C -23.5346 21.2572 -1.3901  -0.071
H -18.3789 22.1462 -0.0063  0.065
H -18.5927 22.8111 -1.5846  0.085
H -17.6188 21.3982 -1.3926  0.051
H -19.6455 20.8086 -2.4380  0.120
H -19.6332 20.0182 -0.9682  0.099
H -20.3540 22.4524 0.7559  0.103
H -22.0088 22.3917 0.6700  0.111
H -20.5327 19.8290 0.9264  0.048
H -20.7380 20.8527 2.3361  0.068
H -22.1480 20.2103 1.7400  0.065
H -22.1236 19.7819 -0.9589  0.097
H -21.9830 20.4131 -2.6007  0.121
H -23.6927 22.2389 -1.8366  0.076
H -23.9487 21.3405 -0.3853  0.060
H -24.1429 20.5769 -1.9861  0.070
C -20.6571 17.7805 5.9456  -0.077
C -21.9030 17.8678 5.1185  -0.248
N -22.5431 16.5772 4.8620  -0.089
C -23.8857 16.8630 4.2797  -0.231
C -24.5699 15.5404 4.0796  -0.077
C -21.7088 15.7017 4.0136  -0.213
C -21.3735 16.1805 2.5909  -0.044
H -20.9087 17.6349 6.9961  0.086
H -19.9730 18.6152 5.7925  0.069
H -20.0023 16.9335 5.7411  0.049
H -22.5616 18.5831 5.6113  0.126
H -21.6443 18.2959 4.1501  0.099
H -23.8347 17.4820 3.3840  0.108
H -24.4927 17.4909 4.9319  0.119
H -24.3533 14.9343 4.9592  0.094
H -24.2099 15.0073 3.1996  0.051
H -25.6521 15.5612 3.9514  0.067
H -20.8064 15.4374 4.5649  0.096
H -22.1633 14.7150 3.9236  0.099
H -21.0927 17.2273 2.4753  0.054
H -20.5294 15.6024 2.2149  0.078
H -22.2576 15.9987 1.9797  0.049
C -16.5761 17.8202 -1.4676  -0.038
C -16.4054 17.9402 -3.0224  -0.202
N -15.2413 18.7834 -3.3620  -0.124
C -15.3306 20.2166 -2.9803  -0.222
C -14.1447 20.9902 -3.5513  -0.082
C -14.0265 18.0886 -2.9436  -0.252
C -13.9134 16.6702 -3.4412  -0.073
H -17.5813 17.4933 -1.2012  0.057
H -16.3147 18.7524 -0.9668  0.060
H -15.8943 17.0341 -1.1434  0.070
H -16.3254 16.9545 -3.4807  0.077
H -17.2501 18.4396 -3.4972  0.110
H -16.2813 20.6409 -3.3030  0.113
H -15.3251 20.2820 -1.8923  0.102
H -13.8412 20.7233 -4.5636  0.085
H -14.3520 22.0595 -3.5085  0.077
H -13.2658 20.8576 -2.9205  0.071
H -13.9112 18.1800 -1.8636  0.128
H -13.1916 18.6773 -3.3238  0.107
H -14.3057 16.5789 -4.4541  0.086
H -14.5367 16.0127 -2.8351  0.052
H -12.8559 16.4122 -3.3852  0.092
C -17.4909 15.2408 2.8574  -0.074
C -17.7657 16.3743 3.8395  -0.249
N -16.7251 17.3951 3.8468  -0.154
C -16.8553 18.3194 2.7234  -0.207
C -18.2483 19.0656 2.6425  -0.055
C -16.5635 18.1102 5.1243  -0.216
C -15.2842 18.9999 5.0446  -0.075
H -17.5045 15.5788 1.8212  0.051
H -18.1611 14.4039 3.0539  0.070
H -16.4595 14.8926 2.9127  0.087
H -18.7803 16.7727 3.8399  0.086
H -17.5607 15.8818 4.7901  0.117
H -16.0651 19.0572 2.5847  0.106
H -16.8198 17.6734 1.8463  0.095
H -19.0120 18.3602 2.3149  0.047
H -18.5495 19.5146 3.5890  0.066
H -18.1279 19.8778 1.9256  0.065
H -16.3694 17.4020 5.9298  0.113
H -17.4713 18.6428 5.4077  0.099
H -14.4674 18.6143 4.4346  0.081
H -14.9095 19.2016 6.0481  0.072
H -15.5524 19.9628 4.6097  0.062
C -20.0482 11.7487 4.6643  0.012
C -21.2730 11.4255 3.8344  -0.607
O -22.3701 11.7837 4.1974  0.031
N -21.1434 10.8316 2.6700  0.035
C -22.2649 10.6209 1.7436  -0.059
H -20.2585 12.6982 5.1567  0.079
H -19.1271 11.7946 4.0832  0.070
H -19.9477 10.8874 5.3247  0.090
H -20.2187 10.5440 2.3831  0.142
H -22.2294 11.3332 0.9193  0.050
H -23.2860 10.7692 2.0951  0.091
H -22.1359 9.6885 1.1939  0.072
C -21.3825 16.5810 -9.0911  0.014
C -21.5369 16.9839 -7.6487  -0.543
O -21.8336 16.1413 -6.8300  -0.054
N -21.3219 18.2902 -7.3075  0.008
C -21.3840 18.7868 -5.9379  -0.051
H -20.3723 16.1915 -9.2170  0.084
H -21.4405 17.4609 -9.7318  0.073
H -22.1525 15.8733 -9.3985  0.092
H -21.1798 19.0348 -7.9750  0.128
H -22.4399 18.8453 -5.6737  0.082
H -20.9469 19.7772 -6.0644  0.085
H -20.8728 18.1247 -5.2391  0.067
C -17.3661 13.3105 -0.2215  0.008
C -16.3550 13.0774 -1.3618  -0.551
O -15.4226 12.3313 -1.2007  0.046
N -16.6403 13.6555 -2.5471  0.001
C -15.7824 13.6474 -3.6702  -0.082
H -16.8464 13.1409 0.7215  0.069
H -18.1982 12.6077 -0.1786  0.078
H -17.6839 14.3519 -0.2720  0.060
H -17.5836 13.9997 -2.6559  0.046
H -14.7832 13.3536 -3.3485  0.093
H -15.6479 14.6424 -4.0945  0.048
H -16.1511 12.9543 -4.4263  0.079
C -18.3814 12.6746 -7.2017  0.009
C -19.0020 13.8997 -6.5348  -0.519
O -20.1633 13.8818 -6.2496  -0.024
N -18.0970 14.9256 -6.3437  0.029
C -18.3946 16.2213 -5.8333  -0.074
H -18.4535 12.6790 -8.2893  0.086
H -18.8906 11.7692 -6.8711  0.068
H -17.3567 12.4982 -6.8746  0.067
H -17.1257 14.7909 -6.5856  0.130
H -19.3960 16.3090 -5.4119  0.072
H -18.2364 16.9910 -6.5888  0.089
H -17.7216 16.4897 -5.0190  0.053
C -25.8592 13.4205 -1.7782  0.017
C -24.3609 13.1582 -1.8928  -0.522
O -23.8572 12.8214 -2.9487  -0.015
N -23.5384 13.3807 -0.8654  0.098
C -23.8941 13.8260 0.5197  -0.009
H -25.9524 14.4626 -1.4726  0.061
H -26.3322 12.7952 -1.0209  0.075
H -26.2451 13.2681 -2.7862  0.085
H -22.5609 13.1967 -1.0402  0.095
H -23.4718 13.1112 1.2260  0.070
H -24.9703 13.8901 0.6802  0.083
H -23.5132 14.8432 0.6116  0.059
C -21.2195 8.9391 -5.5326  0.014
C -20.9975 10.3155 -4.9523  -0.533
O -21.9329 11.1610 -5.0224  -0.110
N -19.8753 10.5332 -4.3225  0.037
C -19.6163 11.6671 -3.5017  -0.051
H -22.0448 8.3857 -5.0846  0.070
H -20.3257 8.3277 -5.4088  0.075
H -21.3528 8.9416 -6.6144  0.092
H -19.3995 9.6622 -4.1352  0.143
H -20.1440 11.7180 -2.5493  0.082
H -20.0303 12.5904 -3.9070  0.062
H -18.5543 11.8488 -3.3372  0.089

Its gap between HOMO and LUMO is 1.297 eV. Its charge is +1. For the HOMO energy, the calculation gives -10.071 eV. As for the total energy: -196301.022 eV.